1.
The following is a DFT calculation (the ωB97M-V functional and the def2-TZVPD basis) of a structure of composition C36H61As3Ta.

Geometry as XYZ:
```
101
C36H61As3Ta | the Open Molecules 2025 dataset | the ωB97M-V functional and the def2-TZVPD basis
Ta 0.00954 -0.60747 0.49698
C 1.23943 -2.27528 1.55153
C 0.29530 -1.74620 2.53408
C -0.90908 -2.59364 2.41049
C -0.63532 -3.56702 1.43299
C 0.67295 -3.44165 0.94086
C 1.39101 -4.41195 0.05548
C 2.29900 -3.67881 -0.93612
C 2.25737 -5.27335 1.00528
C 0.40814 -5.31501 -0.69852
C -2.28090 -2.50586 3.05801
C -2.91720 -1.15862 2.66878
C -2.24624 -2.67696 4.58842
C -3.20933 -3.61189 2.52358
C 0.84880 -0.96208 3.74148
C -0.07599 0.17854 4.19323
C 1.09203 -1.96043 4.88718
C 2.21732 -0.32753 3.43224
H 2.30899 -2.14263 1.64823
H -1.30418 -4.36296 1.15271
H 3.05242 -3.07031 -0.43150
H 1.69699 -3.04505 -1.58851
H 2.82146 -4.40530 -1.55766
H 2.99939 -4.66814 1.52802
H 2.77845 -6.02844 0.41764
H 1.63910 -5.78508 1.74359
H -0.31023 -4.72949 -1.27765
H -0.13834 -5.95934 -0.00894
H 0.95028 -5.96486 -1.38352
H -2.31806 -0.29753 2.97282
H -3.89128 -1.07610 3.15239
H -3.07874 -1.13256 1.58568
H -1.80629 -1.83386 5.11175
H -1.71281 -3.58706 4.86342
H -3.26895 -2.78112 4.94889
H -3.34463 -3.55767 1.44148
H -4.19130 -3.49671 2.97927
H -2.84537 -4.60433 2.79239
H -1.03667 -0.17504 4.55413
H -0.23704 0.89843 3.38249
H 0.39318 0.71284 5.01926
H 0.18797 -2.48333 5.18309
H 1.47265 -1.42233 5.75518
H 1.83562 -2.70391 4.59394
H 2.18899 0.36270 2.58871
H 2.99383 -1.07396 3.26601
H 2.52712 0.24505 4.30570
C -4.19504 0.52282 0.02787
As -2.35614 0.78539 -0.56321
C -2.20903 2.67602 -0.10708
C -2.67691 0.69040 -2.51618
C -1.65141 1.11923 -3.57090
C -2.46686 1.15443 -4.88532
C -0.54877 0.08765 -3.80399
As 0.75277 -0.53145 -2.43733
C 1.72281 -1.74482 -3.62817
C 2.13378 0.85239 -2.33937
C -1.06303 2.50540 -3.24364
As -0.35730 3.60686 -4.78397
C 1.55629 3.15952 -4.74541
C -0.23668 5.28984 -3.79731
H -4.80326 1.28227 -0.46168
H -4.26165 0.66256 1.10542
H -4.57649 -0.46302 -0.23067
H -3.03827 3.20656 -0.57310
H -1.26472 3.10508 -0.42777
H -2.29914 2.77044 0.97582
H -3.57180 1.30801 -2.62346
H -2.98305 -0.34540 -2.69466
H -3.04115 0.23559 -5.02175
H -1.80734 1.27448 -5.74204
H -3.15872 1.99672 -4.87558
H 0.10263 0.46085 -4.59764
H -0.99684 -0.84524 -4.15917
H 1.86865 -1.21144 -4.56648
H 1.17084 -2.66260 -3.82085
H 2.69447 -1.99187 -3.20518
H 2.55332 1.00215 -3.33303
H 2.92662 0.50562 -1.67501
H 1.74793 1.79199 -1.95459
H -0.27694 2.41724 -2.48273
H -1.85347 3.14070 -2.83576
H 1.74416 2.14998 -5.10993
H 1.97788 3.29059 -3.74674
H 2.05332 3.85131 -5.42419
H -1.22742 5.71473 -3.64875
H 0.34644 5.99247 -4.39051
H 0.25603 5.14935 -2.83279
C 0.75571 1.31111 0.62782
C 1.29526 2.42268 0.73851
C 1.89279 3.67471 0.84756
C 1.12783 4.78589 1.26526
C 1.72482 6.02160 1.36391
C 3.07663 6.17004 1.05371
C 3.84281 5.07413 0.65713
C 3.26409 3.83032 0.54914
H 0.08302 4.65734 1.51577
H 1.14468 6.87400 1.68948
H 3.53770 7.14651 1.12348
H 4.89492 5.19819 0.44073
H 3.85384 2.97397 0.24936
```

Output
LUMO (eV): -10.9
Spin multiplicity: 1
E_HOMO (eV): -15.16
Total charge: +3
Frontier orbital gap (eV): 4.3

***

2.
The following is a DFT calculation (the ωB97M-V functional and the def2-TZVPD basis) of a cluster of 11 separate species, C36H61Cl20INO4S in total.

Geometry as XYZ:
```
124
C36H61Cl20INO4S | the Open Molecules 2025 dataset | the ωB97M-V functional and the def2-TZVPD basis
C -0.96007 -1.94124 -4.73573
C -0.00052 -1.11676 -5.38323
C 1.50315 -1.32295 -4.91281
C 1.46088 -0.94085 -3.38583
N 1.49622 0.42291 -3.14449
C 1.42706 0.95608 -1.86344
I 1.51415 3.11557 -1.72313
C 1.32089 0.08875 -0.67806
C 1.26475 0.64477 0.77709
C 0.03973 1.62309 1.02174
C -1.29138 1.13523 0.31121
C -1.71222 1.99398 -0.92926
O -1.69410 1.48568 -2.04150
O -2.15360 3.30225 -0.83602
C 1.30071 -1.37889 -0.92810
C 1.22094 -2.41340 0.23911
O 2.14093 -2.46138 1.00412
O 0.16366 -3.28098 0.39932
C 1.38520 -1.92600 -2.31086
C 1.39132 -3.45629 -2.59258
C 2.83110 -3.94502 -3.04956
C 4.01996 -3.44741 -2.15267
S 4.21194 -4.45311 -0.60874
H -0.97028 -3.03143 -5.02655
H -1.64433 -1.53104 -3.94133
H -0.30102 -0.35223 -6.13512
H 2.14998 -0.54231 -5.43000
H 1.86530 -2.36966 -5.08619
H 1.54896 1.10383 -3.91219
H 1.13214 -0.20567 1.50664
H 2.25017 1.11758 1.05456
H -0.16283 1.59640 2.13205
H 0.28001 2.69893 0.79523
H -2.12558 1.21821 1.07085
H -1.24267 0.05179 0.01891
H -1.81136 3.75138 -1.63677
H -0.63382 -2.94381 -0.06608
H 0.65191 -3.67218 -3.42167
H 1.06077 -4.08719 -1.72605
H 3.04841 -3.73850 -4.13426
H 2.82470 -5.07357 -2.96526
H 4.00885 -2.35423 -1.90936
H 4.96382 -3.61945 -2.75121
H 5.42427 -4.02899 -0.10681
Cl -6.37043 3.38569 -4.03041
C -5.58323 2.55282 -2.66570
C -5.13922 1.15541 -3.03213
Cl -6.51553 0.05416 -3.29029
H -6.27838 2.54544 -1.82680
H -4.71662 3.15336 -2.38546
H -4.54490 0.73173 -2.22102
H -4.53194 1.15263 -3.93580
Cl 1.82789 4.23789 3.65842
C 1.45581 3.66218 5.30652
C 0.99799 2.22402 5.31318
Cl -0.60834 2.02892 4.55772
H 0.70438 4.32467 5.73526
H 2.36938 3.76074 5.89066
H 0.91055 1.86681 6.34082
H 1.70001 1.57732 4.78674
Cl -0.00668 2.79397 -5.55913
C -1.66185 3.22918 -6.07253
C -2.70365 2.29166 -5.50439
Cl -2.59803 0.65939 -6.21266
H -1.68414 3.24041 -7.16154
H -1.84515 4.24376 -5.71734
H -3.70226 2.67011 -5.72892
H -2.60959 2.19712 -4.42168
Cl -3.42971 -3.84334 -4.56390
C -4.40259 -4.09549 -6.03745
C -3.55066 -4.11577 -7.28398
Cl -2.87311 -2.50582 -7.63872
H -5.15592 -3.30980 -6.08457
H -4.91423 -5.05112 -5.91792
H -4.15686 -4.40297 -8.14369
H -2.72628 -4.82331 -7.19831
Cl 3.74956 0.57847 -5.39167
C 5.13144 0.72463 -6.51422
C 4.68149 0.97728 -7.93457
Cl 3.86950 -0.44188 -8.63996
H 5.72638 -0.18443 -6.43649
H 5.73862 1.55975 -6.16331
H 5.54652 1.19318 -8.56216
H 3.99723 1.82323 -7.99416
Cl 4.23673 4.53593 7.60207
C 3.84649 3.96105 9.24468
C 3.37885 2.52081 9.24413
Cl 1.77803 2.33275 8.47624
H 3.09855 4.63160 9.66720
H 4.75824 4.05379 9.83653
H 3.28090 2.16128 10.26921
H 4.08204 1.87253 8.72203
Cl -2.46686 -1.89978 -1.11266
C -3.19251 -3.23820 -0.17353
C -4.69875 -3.23728 -0.28097
Cl -5.41860 -1.84191 0.55410
H -2.86186 -3.14722 0.86151
H -2.79149 -4.16891 -0.57866
H -5.10691 -4.13433 0.18556
H -5.02500 -3.21610 -1.32081
Cl 0.07538 6.35883 9.96291
C 0.36985 6.33670 11.72062
C 1.71882 6.91179 12.08306
Cl 3.06181 5.86575 11.54364
H 0.26928 5.31293 12.06513
H -0.42091 6.93004 12.18136
H 1.80138 7.00125 13.16672
H 1.86739 7.89947 11.64810
Cl 3.20017 -7.22284 -5.13726
C 2.47383 -8.55749 -4.20816
C 0.96465 -8.50383 -4.22664
Cl 0.33738 -7.11702 -3.30184
H 2.86468 -8.51448 -3.19193
H 2.81672 -9.48603 -4.66565
H 0.55616 -9.40361 -3.76564
H 0.57736 -8.43640 -5.24265
Cl -0.30494 3.31065 11.04638
C -1.81687 2.37017 11.00998
C -2.95700 3.15545 10.40276
Cl -3.47072 4.50539 11.44534
H -2.04399 2.05417 12.02762
H -1.62134 1.47847 10.41265
H -3.82434 2.50704 10.27369
H -2.68819 3.56369 9.42879
```

Output
LUMO (eV): -3.5
Spin multiplicity: 1
E_HOMO (eV): -9.76
Total charge: +1
Frontier orbital gap (eV): 6.3

***

3.
The following is a DFT calculation (the ωB97M-V functional and the def2-TZVPD basis) of a structure of composition C36H61Cl2N5O3Si2.

Geometry as XYZ:
```
109
C36H61Cl2N5O3Si2 | the Open Molecules 2025 dataset | the ωB97M-V functional and the def2-TZVPD basis
C -3.57956 -2.17483 4.23624
O -3.42287 -1.96404 5.68458
C -3.33448 -0.53722 6.03315
C -1.83299 -0.06910 6.55391
C -0.72669 -1.29266 6.56900
C -0.04474 -1.37170 5.07986
C 0.64872 -2.80920 4.70625
C -0.33309 -4.11416 4.83843
C -0.88537 -4.72155 3.41977
C 0.24669 -4.89110 2.24595
C 0.13312 -3.58512 1.23462
C -0.96786 -3.80836 0.01158
Si -2.15441 -2.29396 0.04737
C -3.99378 -2.87201 -0.32683
C -4.66087 -3.19730 1.13514
C -6.17390 -3.82120 0.97480
C -7.22715 -2.86567 1.84407
N -7.68498 -1.73151 0.92628
C -8.75897 -0.97870 1.70345
C -8.51935 0.54903 2.32738
O -9.94583 -1.61652 1.87732
O -1.80419 -1.03644 -1.12741
Si -0.16950 -0.43292 -1.01857
C 0.09494 1.21115 -0.08516
Cl 1.84390 1.93031 -0.13807
C -0.89163 2.00920 0.68472
C -0.52602 3.41949 1.50602
Cl -2.65146 1.45066 0.77385
H -2.50063 -2.26119 3.78160
H -4.11778 -1.30033 3.66537
H -4.14813 -3.16976 3.96632
H -4.11931 -0.36509 6.91497
H -3.65640 0.20107 5.17791
H -1.90299 0.40764 7.63684
H -1.47365 0.79298 5.81156
H -1.12974 -2.30772 6.98886
H 0.13580 -0.93395 7.31164
H -0.80526 -0.97339 4.25072
H 0.83861 -0.56861 5.07941
H 1.52449 -2.97034 5.50114
H 1.17827 -2.68234 3.67063
H -1.29862 -3.89294 5.50258
H 0.26583 -4.94342 5.44433
H -1.79560 -4.15207 2.95265
H -1.28414 -5.82007 3.66332
H 0.06288 -5.90970 1.66227
H 1.33339 -4.92896 2.73112
H -0.21661 -2.68146 1.90143
H 1.18125 -3.27999 0.75712
H -0.48097 -4.04480 -1.02562
H -1.61732 -4.74896 0.35542
H -2.13937 -1.64590 1.37615
H -4.57086 -1.99972 -0.89963
H -3.95414 -3.86628 -0.97563
H -4.77705 -2.17868 1.71527
H -3.95632 -3.95766 1.67919
H -6.14468 -4.88768 1.50844
H -6.52551 -3.95266 -0.14294
H -6.68740 -2.35769 2.75958
H -8.13947 -3.49592 2.28167
H -8.06418 -2.16448 0.05584
H -8.11958 1.28696 1.48318
H -9.57079 0.94315 2.65823
H -7.78366 0.55050 3.23793
H 0.28830 -0.21068 -2.41477
H 0.71310 -1.45925 -0.47589
H -1.27374 3.42149 2.43635
H 0.55151 3.32732 1.97795
H -0.66402 4.37532 0.83269
N 3.66295 4.16398 -1.76199
C 4.42079 4.14479 -2.90385
C 5.39032 5.11571 -2.78759
C 5.21467 5.73840 -1.52877
C 4.14298 5.12915 -0.91540
H 2.87363 3.55987 -1.57316
H 4.20489 3.44485 -3.69989
H 6.14354 5.34937 -3.52880
H 5.80664 6.54404 -1.11404
H 3.68129 5.30025 0.04790
N 2.33167 -5.50558 -1.81732
C 2.93096 -6.67843 -2.19653
C 3.29997 -6.56004 -3.51790
C 2.91495 -5.26811 -3.94908
C 2.32211 -4.63764 -2.87811
H 1.95611 -5.31065 -0.89830
H 3.04181 -7.49525 -1.49601
H 3.79424 -7.32143 -4.10723
H 3.05564 -4.84315 -4.93452
H 1.89424 -3.64880 -2.78072
N 3.47740 6.24202 -7.20476
C 2.31443 6.40979 -7.91038
C 1.30658 5.76406 -7.22959
C 1.88084 5.19170 -6.06948
C 3.22165 5.50486 -6.07786
H 4.38248 6.60598 -7.47305
H 2.30393 6.97144 -8.83486
H 0.26956 5.71199 -7.53487
H 1.37104 4.61389 -5.30939
H 4.01380 5.26576 -5.38093
N 7.34599 7.23268 -5.96305
C 8.35088 7.07699 -6.88200
C 9.53728 6.94068 -6.19638
C 9.23650 7.01072 -4.81512
C 7.87596 7.18833 -4.69977
H 6.36653 7.35948 -6.18264
H 8.13651 7.07812 -7.94231
H 10.51372 6.80422 -6.64279
H 9.93688 6.93864 -3.99307
H 7.24145 7.28800 -3.82923
```

Output
LUMO (eV): 0.0
Spin multiplicity: 1
E_HOMO (eV): -8.25
Frontier orbital gap (eV): 8.2

***

4.
The following is a DFT calculation (the ωB97M-V functional and the def2-TZVPD basis) of a cluster of 8 separate species, C36H61IN2O8 in total.

Geometry as XYZ:
```
108
C36H61IN2O8 | the Open Molecules 2025 dataset | the ωB97M-V functional and the def2-TZVPD basis
C -1.53257 -2.33075 -1.21327
O -2.58948 -2.38946 -2.16352
C -2.87443 -1.05523 -2.64377
C -4.03503 -0.48883 -1.79069
C -3.95250 1.03407 -1.49670
C -2.59021 1.47012 -0.96839
C -2.30739 1.15319 0.41694
C -1.08925 1.51566 0.89520
C -0.10350 2.15946 0.08926
N 1.09531 2.46560 0.67395
C 1.93704 3.07670 -0.13151
C 3.28766 3.49316 0.45005
C 4.45033 2.52789 0.08798
C 4.44727 2.00489 -1.36314
I 4.50297 0.86329 1.45118
C 1.61459 3.37277 -1.49864
N 0.49041 3.07450 -2.10700
C -0.38326 2.46384 -1.24859
C -1.67363 2.09779 -1.74654
H -1.57026 -3.22679 -0.58065
H -0.55394 -2.21378 -1.71701
H -1.63753 -1.46071 -0.53402
H -3.12776 -1.18893 -3.70700
H -1.94179 -0.47444 -2.57861
H -4.98017 -0.73271 -2.29985
H -4.02364 -1.03776 -0.83496
H -4.27788 1.66252 -2.33957
H -4.67247 1.23306 -0.68051
H -3.05439 0.64765 1.02999
H -0.85193 1.28706 1.93871
H 3.16825 3.44580 1.53434
H 3.48346 4.54424 0.19618
H 5.38345 3.09856 0.20726
H 3.63174 1.29086 -1.54939
H 5.38222 1.44543 -1.52254
H 4.39108 2.84021 -2.07764
H 2.37828 3.88783 -2.09353
H -1.94058 2.32236 -2.78222
C -4.77954 -5.85860 -6.04173
C -3.53631 -5.40878 -5.31323
C -3.73096 -4.60290 -4.05251
O -2.43050 -5.68307 -5.72323
H -4.49297 -6.42567 -6.92668
H -5.37957 -6.49626 -5.39387
H -5.36458 -4.99336 -6.35411
H -4.28731 -5.18930 -3.31887
H -4.26920 -3.68108 -4.27925
H -2.76275 -4.34596 -3.63230
C -7.13068 -8.63686 -6.41539
C -8.20808 -7.58296 -6.32755
C -9.61340 -8.06408 -6.05993
O -7.96451 -6.40512 -6.46524
H -6.17339 -8.16219 -6.61188
H -7.06543 -9.18294 -5.47256
H -7.35249 -9.32819 -7.22995
H -9.65314 -8.58594 -5.10230
H -9.93765 -8.73156 -6.86003
H -10.28605 -7.20914 -6.02194
C 1.51151 6.33199 2.73663
C 2.94347 6.10258 3.15828
C 3.45858 6.90814 4.32325
O 3.64594 5.30237 2.58032
H 1.27471 5.68808 1.89005
H 0.83782 6.09020 3.56011
H 1.37343 7.37227 2.43686
H 2.86772 6.69133 5.21559
H 3.40598 7.97331 4.09080
H 4.49376 6.64418 4.51565
C 8.47484 6.81065 3.02624
C 7.31023 7.69608 3.39176
C 7.09437 8.93197 2.55337
O 6.57955 7.42686 4.31753
H 8.51083 5.96281 3.70771
H 8.35444 6.43806 2.00770
H 9.40867 7.36928 3.10956
H 6.91475 8.65067 1.51441
H 7.96815 9.58257 2.61613
H 6.22639 9.47362 2.92564
C 3.60040 -4.29557 -0.50039
C 3.79528 -2.80778 -0.62590
C 2.65139 -1.93009 -0.18615
O 4.82390 -2.33620 -1.05864
H 4.49634 -4.80814 -0.84875
H 3.42985 -4.55407 0.54440
H 2.75299 -4.61458 -1.11101
H 2.44043 -2.09954 0.87055
H 1.76428 -2.14764 -0.78596
H 2.92363 -0.88618 -0.32634
C -4.88961 1.22258 3.74126
C -3.45488 1.00442 4.15453
C -2.94012 1.82093 5.31351
O -2.74721 0.20861 3.58031
H -5.12594 0.57336 2.89956
H -5.55731 0.98046 4.56961
H -5.03623 2.26039 3.43706
H -3.52331 1.60492 6.21022
H -3.00290 2.88441 5.07688
H -1.89912 1.56406 5.50140
C 2.82900 -2.44661 4.46661
C 3.33865 -3.70016 3.80075
C 3.84701 -4.80077 4.69757
O 3.33966 -3.81724 2.59576
H 2.49609 -1.74209 3.70565
H 1.98565 -2.68640 5.11636
H 3.62690 -1.98318 5.04922
H 3.04808 -5.14267 5.35750
H 4.68898 -4.43920 5.29001
H 4.18110 -5.63821 4.08760
```

Output
LUMO (eV): 0.2
Spin multiplicity: 1
E_HOMO (eV): -8.63
SMILES: COCCCc1ccc2nc(C[C@H](C)I)cnc2c1.CC(C)=O.CC(C)=O.CC(C)=O.CC(C)=O.CC(C)=O.CC(C)=O.CC(C)=O
Frontier orbital gap (eV): 8.8